[1]
Entry from the Open Molecules 2025 dataset: 2 unconnected molecules or ions with the total composition C3H11N (the ωB97M-V functional and the def2-TZVPD basis).

The value obtained for the total energy is -175.61140 Ha. As for the HOMO energy: -8.271 eV. Its SMILES is CNC.C. The calculation puts the largest force on an atom at 1.1 eV/Å.

```
! RIJCOSX wB97M-V def2-TZVPD def2/J DEFGRID3
* xyz 0 1
N 1.025 -2.442 1.266
C 0.376 -1.941 0.067
C 1.288 -3.872 1.336
C -1.535 5.667 -1.635
H -1.885 4.654 -1.829
H 1.032 -4.264 2.327
H 2.336 -4.108 1.146
H -0.574 5.897 -2.092
H 0.363 -2.622 -0.789
H 0.685 -1.985 2.095
H 0.634 -4.397 0.625
H -0.691 -1.794 0.293
H -1.525 5.881 -0.561
H 0.811 -0.997 -0.258
H -2.338 6.323 -1.990
*
```

Results of the Löwdin charge analysis, in e, for atoms 1 through 6: number 1, N, carries -0.197; number 2, C, carries -0.156; number 3, C, carries -0.148; number 4, C, carries -0.056; number 5, H, carries 0.013; number 6, H, carries 0.072

---

[2]
Entry from the Open Molecules 2025 dataset: a molecular structure, C17H15BiN5O6Te (the ωB97M-V functional and the def2-TZVPD basis).

The value obtained for the total energy is -1864.80896 Ha. As for the HOMO energy: -4.135 eV. The calculation puts the largest force on an atom at 0.6 eV/Å.

```
! RIJCOSX wB97M-V def2-TZVPD def2/J DEFGRID3
* xyz -1 1
Bi -0.719 -0.081 0.308
Te -0.123 -0.035 2.904
O -5.413 -2.329 0.035
O -2.578 -1.418 0.332
O -5.291 2.418 0.091
O -2.514 1.357 0.409
O 2.080 -0.587 -0.885
O -7.097 0.086 0.260
N 0.997 -5.253 -0.119
N 0.455 2.445 0.179
N 0.080 -2.650 0.126
N 2.860 1.479 -1.385
N 1.969 -5.115 1.977
C 1.589 1.951 -1.905
C 4.293 -0.042 -0.143
C -4.964 1.256 0.210
C -5.025 -1.190 0.173
C 0.442 5.180 -0.306
C 2.976 0.234 -0.830
C -0.091 4.672 0.858
C 1.227 -4.539 0.970
C -5.897 0.056 0.222
C 0.304 -4.652 -1.091
C 0.766 -3.216 1.094
C 0.981 4.297 -1.230
C -3.617 0.699 0.331
C -0.066 3.297 1.057
C 0.959 2.938 -0.956
C -0.156 -3.360 -0.983
C -3.649 -0.704 0.296
H 3.583 2.157 -1.218
H 0.964 1.069 -2.004
H 0.435 6.246 -0.501
H 1.719 2.400 -2.889
H 0.112 -5.239 -1.981
H 2.036 -6.117 1.961
H 4.430 -1.117 -0.064
H 1.408 4.655 -2.160
H 5.130 0.402 -0.684
H -0.740 -2.887 -1.763
H 1.937 -4.677 2.881
H 4.260 0.379 0.865
H -0.522 5.319 1.609
H 0.928 -2.625 1.991
H -0.461 2.840 1.960
*
```

Results of the Löwdin charge analysis, in e, for atoms 1 through 6: number 1, Bi, carries 1.207; number 2, Te, carries -0.056; number 3, O, carries 0.085; number 4, O, carries -0.245; number 5, O, carries 0.081; number 6, O, carries -0.251

---

Going through the records in order, we get relative energy (zero: lowest compared OMol25 entry of this formula, charge and spin) values of 83.6, 0.0 kJ/mol.